# 1
The following is a quantum chemistry calculation of the molecule C13H20N2O4S, from OMol25.

Positions of all 40 atoms, in Å:
1 C 2.3181 -1.7547 -1.4554
2 H -0.4793 0.8851 3.5411
3 O -0.2537 1.9253 -0.1699
4 N -1.4547 -0.8982 3.9772
5 H -1.3750 3.0013 -2.2131
6 H -3.4820 -0.5777 5.0557
7 H 2.5077 -0.8869 -3.9378
8 H -0.0012 0.8280 1.2963
9 H 4.0490 -2.3411 -2.5640
10 C -0.3253 3.1407 -2.4964
11 O 1.1600 -1.8136 2.6537
12 C 1.0561 0.1245 -0.9559
13 H 0.1079 3.8918 -1.8257
14 H -3.5707 -2.5113 3.6292
15 C -2.4060 -0.8560 2.8757
16 H 0.3790 -0.2198 4.6489
17 H -2.0691 -1.3962 1.9773
18 C 1.7777 -0.6105 -1.9538
19 C -0.2263 -0.1589 3.7410
20 H 0.8533 3.6778 -4.2111
21 H 2.4040 0.8027 -3.4188
22 C 1.9191 -0.1702 -3.3731
23 H -0.7130 4.4958 -4.1085
24 C 0.5649 -0.7538 2.5842
25 C -0.1942 3.5551 -3.9495
26 C 3.1325 -2.7792 -2.1689
27 H -1.2236 -1.8656 4.1915
28 H 3.4008 -3.5778 -1.4826
29 H -0.6270 2.7967 -4.5963
30 N 0.4932 -0.0603 1.4189
31 C 1.0907 -0.5143 0.2721
32 H 2.5748 -3.2103 -3.0001
33 C 0.3381 1.3821 -1.0943
34 S 1.9707 -1.9834 0.2423
35 O -4.2302 -0.7457 4.4668
36 C -3.7265 -1.4530 3.3656
37 H -2.5644 0.1938 2.6119
38 H -4.4840 -1.3985 2.5808
39 H 0.9395 -0.0710 -3.8361
40 O 0.3693 1.9075 -2.3189

## Properties
DFT total energy in eV: -35811.8675
Strongest force on any atom in hartree/bohr: 0.01669
Energy relative to the best compared isomer or geometry (same formula, charge and spin) in kcal per mole: 18.9
HOMO energy in Ha: -0.29592
Orbital gap in eV: 8.68



# 2
The following is a quantum chemistry calculation of a structure of composition C15H20Cl3O27Y, from OMol25.

Positions of all 66 atoms, in Å:
1 C 0.2967 -2.2336 -2.5531
2 H 6.4320 -3.6723 0.5781
3 O -1.7987 2.0593 3.3876
4 C 0.9135 -2.6110 -4.7013
5 O 0.4152 -2.0673 -1.3344
6 H -2.2546 5.4368 0.3239
7 O 0.1311 1.9610 0.3530
8 C -3.1485 2.4171 3.7893
9 H -3.5090 3.1198 3.0380
10 O -3.4578 0.8560 -0.4340
11 H -4.3868 0.5190 -3.1249
12 C -1.5485 4.8460 -0.2597
13 O 2.8795 2.6341 -1.7329
14 O 4.6269 -2.8791 -0.4288
15 O 1.5064 0.7018 -1.7033
16 H -4.1666 2.2643 -3.0492
17 C 5.5040 -3.9059 0.0564
18 H 1.5228 -1.8071 -5.1143
19 O 2.5130 -2.0505 0.0728
20 H -1.7755 4.9503 -1.3207
21 C -4.4912 1.4197 -1.1703
22 O -1.7028 -2.5362 0.8086
23 Cl 2.8427 1.2485 -1.6383
24 O 2.5728 0.4826 4.7778
25 H -4.2569 0.7005 4.4468
26 Cl -0.8514 -3.2454 1.7005
27 O -0.7036 -1.7911 -3.2647
28 C -0.2900 3.1072 0.2586
29 O 3.6604 -1.0311 3.2564
30 O 1.2341 -2.7991 -3.2799
31 Cl 3.0406 0.2350 3.4382
32 O 3.2490 0.9741 -0.3078
33 C -3.9154 1.3232 -2.5598
34 C 4.6163 -4.5948 1.0606
35 O 3.6552 0.5787 -2.5930
36 H 5.6859 -4.6483 -0.7208
37 H -4.7688 1.2054 2.8720
38 C 3.4703 -2.8571 0.2376
39 H 4.2447 -5.4851 0.5533
40 H 1.0933 -3.5671 -5.1929
41 C -0.5606 -2.2546 -4.6260
42 C -2.3866 0.5400 -1.1834
43 H -0.8645 -1.4352 -5.2773
44 H 0.2311 6.0585 -0.7421
45 C -3.8898 1.1225 3.5112
46 H -4.6349 2.4534 -0.8559
47 H -3.0968 2.7655 4.8208
48 H -5.4631 0.9498 -1.0195
49 C -0.1558 5.4431 0.0701
50 O 3.4842 -3.8124 1.1799
51 C -1.7530 0.7912 2.8871
52 O 1.9351 0.2874 2.5422
53 Y 0.6585 -0.4804 0.4727
54 O -1.3953 0.0145 -0.7172
55 H -1.2514 -3.0860 -4.7654
56 O -0.8209 0.3235 2.2819
57 O -1.6110 -3.8559 2.7419
58 H 0.0198 5.9684 1.0089
59 O -0.1312 -4.2744 1.0376
60 O -2.9407 0.2864 2.8626
61 O -2.5565 1.0861 -2.3365
62 H 4.9926 -4.7614 2.0700
63 O 3.9974 1.2615 3.1292
64 O -1.5625 3.4671 0.1216
65 O 0.1335 -2.3376 2.1918
66 O 0.5419 4.2206 0.0685

## Properties
DFT total energy in eV: -109752.5667
Strongest force on any atom in hartree/bohr: 0.07894
Energy relative to the best compared isomer or geometry (same formula, charge and spin) in kcal per mole: 69.8
HOMO energy in Ha: -0.30495
Orbital gap in eV: 7.89



# 3
The following is a quantum chemistry calculation of the molecule C3H8N2O2, from OMol25.

Positions of all 15 atoms, in Å:
1 H -1.0680 0.7112 -0.9948
2 N 1.3199 1.4503 0.2436
3 O 0.6397 -0.8353 0.2693
4 H -0.6644 0.3569 1.4166
5 C 1.4973 0.1888 0.0681
6 H 2.8426 -1.3356 -0.2217
7 H -1.6264 -0.9661 -1.2135
8 H 3.4672 0.2755 -0.4107
9 H -1.1113 -1.3238 1.2664
10 N 2.6705 -0.3464 -0.4076
11 C -0.7056 -0.4886 0.7007
12 H -3.2885 0.5557 -0.7824
13 O -2.8163 0.2454 -0.0212
14 C -1.5421 -0.1232 -0.4996
15 H 0.3853 1.6352 0.5868

## Properties
DFT total energy in eV: -10315.5608
Strongest force on any atom in hartree/bohr: 0.02895
Energy relative to the best compared isomer or geometry (same formula, charge and spin) in kcal per mole: 32.1
HOMO energy in Ha: -0.34047
Orbital gap in eV: 10.09



# 4
The following is a quantum chemistry calculation of the molecule C5H11NO, from OMol25.

Positions of all 18 atoms, in Å:
1 H 2.1200 0.2455 1.4605
2 H -1.4568 -0.8240 -1.7130
3 H 2.2775 1.2868 -0.6610
4 O 0.4249 -1.7059 -0.6215
5 C -0.7511 -0.1626 0.2155
6 H -2.7028 -0.2412 -0.6497
7 H -0.5175 0.3659 2.2861
8 C 1.2114 1.1132 -0.8029
9 C -1.1739 0.1751 1.4522
10 H 0.7773 -2.4632 -0.1413
11 H -2.2205 0.3514 1.6484
12 N 1.5689 -0.4666 1.0042
13 H 1.2383 -1.3947 1.3174
14 H -1.5831 0.8965 -1.4660
15 H 0.6994 2.0129 -0.4712
16 H 1.0396 0.9689 -1.8694
17 C 0.7241 -0.0907 -0.0245
18 C -1.6757 -0.0673 -0.9636

## Properties
DFT total energy in eV: -8898.1610
Strongest force on any atom in hartree/bohr: 0.06863
Energy relative to the best compared isomer or geometry (same formula, charge and spin) in kcal per mole: 81.6
HOMO energy in Ha: -0.31038
Orbital gap in eV: 9.29



# 5
The following is a quantum chemistry calculation of the molecule C4H8N2O5Si, from OMol25.

Positions of all 20 atoms, in Å:
1 Si -2.3282 0.0891 0.0006
2 H 0.2724 1.3131 -1.7475
3 H 0.5997 0.7656 1.0193
4 O -4.3914 1.7058 0.3361
5 O -4.5400 -1.1215 -0.9306
6 N -3.6919 -1.1149 -0.0692
7 O -2.4588 2.7172 0.4225
8 C -0.9952 -0.6395 1.1258
9 O -3.7492 -1.7219 1.0033
10 O -1.4430 0.2573 -1.7794
11 H 0.3268 -0.1476 -2.6437
12 N -3.1823 1.7468 0.3950
13 C 0.7326 -0.6007 -0.7517
14 H 0.4119 -1.6435 -0.7720
15 H -1.3153 -1.6303 1.1164
16 H 1.0719 -0.9422 1.3872
17 H 1.7485 -0.7135 -1.1340
18 H -1.0026 -0.2967 2.2242
19 C 0.4655 -0.2812 0.7617
20 C 0.0327 0.2916 -1.7167

## Properties
DFT total energy in eV: -25367.3414
Strongest force on any atom in hartree/bohr: 0.09987
Energy relative to the best compared isomer or geometry (same formula, charge and spin) in kcal per mole: 30.6
HOMO energy in Ha: -0.39430
Orbital gap in eV: 9.96



# 6
The following is a quantum chemistry calculation of the molecule C18H16F3N3O2S, from OMol25.

Positions of all 43 atoms, in Å:
1 C -0.1568 1.5865 0.1793
2 C -4.6865 -0.0393 0.6608
3 H 3.2737 0.8395 1.9129
4 F 2.3127 2.5012 3.7637
5 H 1.6088 -4.5526 -2.7575
6 C 1.3203 -1.1647 -2.0000
7 H 2.6120 2.2682 0.1582
8 O -5.7569 -2.0437 -0.2892
9 H 3.7959 -1.1901 -4.3775
10 H 3.4315 -3.6230 -4.2658
11 C 1.0638 -2.5677 -2.0111
12 C 2.3837 1.2012 0.0084
13 H -0.6507 2.4338 -0.3257
14 C 0.5995 -0.2834 -1.0630
15 C -5.8883 -0.8582 0.3631
16 N -3.3719 -0.3837 0.2503
17 F 0.4616 1.5556 4.5698
18 N -1.0820 0.4268 0.1315
19 C -2.4672 0.5623 0.4586
20 H -5.6703 1.6850 1.5955
21 C 2.3494 0.5400 1.4245
22 H -6.6349 -2.4568 -0.3122
23 C 0.2840 2.0077 1.6164
24 C 3.0644 -1.6297 -3.6980
25 H 2.5933 0.2902 -2.9184
26 H 0.8723 2.9105 1.5499
27 C 1.1168 0.9252 2.3342
28 N -0.5718 -0.5977 -0.5854
29 S -3.2052 1.9878 1.2098
30 H -0.5741 2.2438 2.2394
31 C -4.7684 1.2136 1.2342
32 H 1.1547 1.7106 -1.6197
33 H 3.2017 0.7574 -0.5851
34 H 0.5218 0.0204 2.3802
35 C 1.5318 1.3706 3.7549
36 F 2.2671 0.3809 4.3032
37 O -6.9395 -0.4416 0.8106
38 C 1.8033 -3.4645 -2.8162
39 C 1.0303 1.1201 -0.7209
40 C 2.7990 -2.9916 -3.6547
41 C 2.3247 -0.7398 -2.8947
42 H 2.4195 -0.5584 1.3618
43 H 0.2265 -2.9525 -1.3761

## Properties
DFT total energy in eV: -46478.7797
Strongest force on any atom in hartree/bohr: 0.06187
Energy relative to the best compared isomer or geometry (same formula, charge and spin) in kcal per mole: 2.0
HOMO energy in Ha: -0.29216
Orbital gap in eV: 8.06